A molecular structure, C27H52AsBN6PtS3Si2 in a non-equilibrium geometry. Source: OMol25; level of theory: ωB97M-V/def2-TZVPD.

Results
Spin multiplicity = 3
E_tot = -150812.774 eV
Net charge = 0
<S²> = 2.012
Maximum force = 0.0198 hartree/bohr
HOMO energy (alpha / beta) = -6.38 / -6.55 eV

Positions of all 93 atoms, in Å:
Pt1 0.29530 -0.47519 0.03359
C1 0.94342 1.72619 6.02177
C2 1.01674 1.57659 4.50118
C3 1.83509 0.33809 4.13175
C4 1.67096 2.84634 3.95406
N1 -0.37656 1.37376 3.96815
C5 -1.42927 0.94616 4.76896
C6 -2.44166 0.61759 3.95342
N2 -2.02313 0.80538 2.65293
B1 -2.96307 0.44916 1.47791
N3 -2.82963 -1.00642 0.97589
C7 -3.83757 -1.50474 0.17271
C8 -3.57418 -2.79066 -0.07857
N4 -2.36984 -3.10144 0.55424
C9 -1.92386 -1.99475 1.22443
S1 -0.51607 -1.87807 2.21797
C10 -1.90621 -4.51991 0.71564
C11 -2.40899 -5.32622 -0.48549
C12 -0.38176 -4.62725 0.74382
C13 -2.51061 -5.06285 2.00843
N5 -2.81354 1.52778 0.34322
C14 -3.32395 2.77794 0.62777
C15 -3.06002 3.58647 -0.40761
N6 -2.38279 2.83126 -1.35714
C16 -2.21895 1.56456 -0.87480
S2 -1.32345 0.30950 -1.66306
C17 -1.81667 3.41726 -2.62238
C18 -2.20364 2.58958 -3.84910
C19 -2.38418 4.82051 -2.83356
C20 -0.30060 3.49383 -2.45468
C21 -0.75325 1.26520 2.66438
S3 0.20388 1.67486 1.29028
H1 1.94044 1.97497 6.38567
H2 0.63700 0.80320 6.51900
H3 0.26547 2.53455 6.31047
H4 2.84563 0.42471 4.53748
H5 1.90001 0.23464 3.04576
H6 1.36579 -0.56356 4.53508
H7 2.61118 2.99472 4.48960
H8 1.03408 3.72035 4.12474
H9 1.88725 2.77602 2.89370
H10 -1.38643 0.92418 5.84159
H11 -3.42593 0.24030 4.17960
H12 -4.09068 0.54875 1.90737
H13 -4.64944 -0.88349 -0.17151
H14 -4.11135 -3.48491 -0.69798
H15 -2.11552 -4.85170 -1.42631
H16 -3.49170 -5.46151 -0.47620
H17 -1.95818 -6.31689 -0.44824
H18 0.06376 -3.96971 -0.00086
H19 -0.10174 -5.65799 0.51057
H20 0.03140 -4.35997 1.71012
H21 -3.59970 -4.96835 1.99085
H22 -2.12260 -4.50700 2.86591
H23 -2.25329 -6.11798 2.13116
H24 -3.82362 2.98819 1.56117
H25 -3.29944 4.62490 -0.53887
H26 -3.29227 2.53736 -3.94673
H27 -1.80857 1.57918 -3.80549
H28 -1.79974 3.08014 -4.73744
H29 -3.47590 4.81169 -2.86665
H30 -2.02155 5.18234 -3.79587
H31 -2.04880 5.52639 -2.07180
H32 0.11086 2.50041 -2.26363
H33 -0.04283 4.14498 -1.61421
H34 0.15701 3.89346 -3.36417
C22 2.51122 -2.03871 -4.03163
Si1 3.05823 -2.34996 -2.26271
C23 2.42525 -4.06900 -1.85970
C24 4.93171 -2.47323 -2.22792
As1 2.58750 -0.73261 -0.61393
Si2 3.07747 1.17213 -1.91898
C25 4.84177 1.15923 -2.57663
C26 1.95631 1.44419 -3.39787
C27 2.98549 2.64589 -0.76268
H35 2.61111 -2.97088 -4.60033
H36 3.12281 -1.27741 -4.52198
H37 1.46549 -1.71751 -4.07896
H38 3.00803 -4.79319 -2.44187
H39 1.37232 -4.18453 -2.13647
H40 2.53316 -4.31846 -0.79904
H41 5.28028 -3.23843 -2.93206
H42 5.26764 -2.74799 -1.22297
H43 5.40485 -1.52304 -2.48826
H44 4.96474 0.47263 -3.42156
H45 5.55911 0.87607 -1.79743
H46 5.09890 2.16784 -2.92429
H47 2.27471 0.82442 -4.23799
H48 1.98678 2.49213 -3.72390
H49 0.92050 1.18731 -3.15662
H50 3.80252 2.58211 -0.03505
H51 2.04445 2.66920 -0.20520
H52 3.08516 3.58893 -1.31395

Computed Mulliken charges, given in elementary charges:
1 Pt 1.05
2 C -2.12
3 C 1.22
4 C -1.24
5 C -1.41
6 N 0.37
7 C -0.45
8 C -1.05
9 N 0.14
10 B 0.58
11 N 0.62
12 C -1.22
13 C -0.40
14 N 0.50
15 C -0.31
16 S -0.23
17 C 1.50
18 C -2.01
19 C -1.66
20 C -1.79
21 N 0.27
22 C -1.47
23 C -0.01
24 N 0.35
25 C 0.33
26 S -0.53
27 C 1.24
28 C -1.69
29 C -2.26
30 C -0.87
31 C -0.37
32 S -0.20
33 H 0.45
34 H 0.46
35 H 0.48
36 H 0.51
37 H 0.13
38 H 0.30
39 H 0.50
40 H 0.37
41 H 0.19
42 H 0.49
43 H 0.60
44 H -0.21
45 H 0.60
46 H 0.50
47 H 0.43
48 H 0.47
49 H 0.49
50 H 0.22
51 H 0.54
52 H 0.36
53 H 0.35
54 H 0.34
55 H 0.47
56 H 0.59
57 H 0.50
58 H 0.41
59 H 0.34
60 H 0.48
61 H 0.50
62 H 0.46
63 H 0.48
64 H -0.51
65 H 0.34
66 H 0.61
67 C -1.09
68 Si 0.40
69 C -1.10
70 C -1.07
71 As -0.34
72 Si 0.41
73 C -1.19
74 C -0.52
75 C -0.70
76 H 0.43
77 H 0.31
78 H 0.27
79 H 0.44
80 H 0.23
81 H 0.29
82 H 0.35
83 H 0.28
84 H 0.24
85 H 0.29
86 H 0.32
87 H 0.37
88 H 0.42
89 H 0.28
90 H -0.03
91 H 0.29
92 H -0.14
93 H 0.45